# 1
Formula: C43H44FHgN2O3SSb2Te
Source: the Open Molecules 2025 dataset
Level of theory: wB97M-V/def2-TZVPD

Energy relative to the best compared isomer or geometry (same formula, charge and spin), kJ/mol: 434.8
Multiplicity: 2
Charge: -2
<S²>: 0.7576

Structure (XYZ):
```
98
C43H44FHgN2O3SSb2Te wB97M-V/def2-TZVPD
Hg -5.104 -19.449 13.637
C -10.389 -17.784 9.315
Sb -9.095 -18.663 10.795
C -7.869 -19.517 9.145
C -5.868 -17.523 10.578
C -5.332 -17.133 9.389
C -5.993 -16.210 8.504
C -5.619 -16.117 7.144
C -4.541 -16.885 6.698
C -3.677 -17.523 7.580
C -4.077 -17.792 8.925
C -3.261 -18.571 9.859
Sb -2.534 -17.212 11.595
C -0.647 -18.126 12.061
C -1.656 -15.417 10.756
H -9.798 -17.530 8.470
H -10.853 -16.855 9.693
H -11.145 -18.518 8.982
H -8.578 -20.200 8.634
H -7.088 -20.081 9.647
H -7.426 -18.663 8.570
H -5.672 -18.538 10.972
H -6.559 -16.860 11.116
H -6.786 -15.606 8.989
H -6.218 -15.556 6.448
H -4.284 -16.910 5.658
H -2.698 -17.867 7.189
H -2.275 -18.931 9.515
H -3.786 -19.435 10.355
H -0.716 -19.113 11.608
H -0.592 -18.315 13.147
H 0.171 -17.562 11.578
H -2.501 -14.745 10.446
H -1.003 -15.721 9.909
H -0.966 -15.006 11.513
C -10.317 -21.951 19.989
C -9.045 -21.114 20.079
C -8.188 -21.500 21.274
C -6.966 -20.570 21.319
C -6.238 -20.619 20.050
C -4.952 -20.126 20.003
C -4.220 -20.115 18.818
F -2.980 -19.684 18.797
C -4.811 -20.532 17.642
C -6.175 -20.877 17.619
C -6.856 -21.020 16.295
O -6.200 -20.990 15.231
C -8.281 -20.983 16.363
C -8.910 -21.222 17.585
N -8.299 -21.241 18.836
C -6.901 -20.929 18.826
C -9.102 -20.615 15.164
O -10.410 -21.610 13.397
O -8.951 -19.613 14.500
H -10.520 -22.490 20.930
H -10.213 -22.717 19.191
H -11.218 -21.379 19.714
H -9.354 -20.013 20.082
H -7.887 -22.581 21.265
H -8.831 -21.396 22.117
H -6.261 -20.881 22.103
H -7.254 -19.516 21.624
H -4.460 -19.970 20.996
H -4.232 -20.568 16.765
H -10.023 -21.303 17.612
N -10.246 -20.400 10.716
C -11.297 -20.690 11.361
C -12.546 -21.001 10.561
C -13.868 -20.852 11.009
C -14.930 -21.288 10.232
C -14.711 -21.826 8.965
C -13.393 -21.964 8.440
C -12.333 -21.564 9.253
C -11.303 -20.782 12.860
C -10.064 -21.773 14.810
C -11.259 -22.155 15.552
C -12.478 -21.511 15.543
C -12.848 -20.378 14.767
C -12.242 -20.021 13.545
H -14.106 -20.283 11.906
H -15.930 -21.194 10.600
H -15.501 -22.195 8.366
H -13.190 -22.392 7.418
H -11.311 -21.607 8.982
H -9.409 -22.639 14.707
H -11.187 -23.103 16.130
H -13.238 -21.910 16.246
H -13.723 -19.805 15.156
H -12.737 -19.205 12.967
Te -4.574 -16.544 13.574
C -3.140 -15.998 15.123
C -2.605 -16.660 16.230
C -1.961 -15.786 17.139
C -2.093 -14.483 16.735
S -2.716 -14.316 15.180
H -2.486 -17.743 16.240
H -1.482 -16.059 18.076
H -1.789 -13.618 17.227
```

=====

# 2
Formula: C43H44N10O2S2Ti
Source: the Open Molecules 2025 dataset
Level of theory: wB97M-V/def2-TZVPD

Energy relative to the best compared isomer or geometry (same formula, charge and spin), kJ/mol: 13.4
Multiplicity: 2
Charge: +1
<S²>: 0.7542

Structure (XYZ):
```
102
C43H44N10O2S2Ti wB97M-V/def2-TZVPD
Ti 0.591 0.046 0.049
O -1.730 2.606 6.446
N -2.602 2.604 5.606
O -3.753 2.931 5.801
C -2.238 2.189 4.226
C -3.029 2.672 3.251
C -2.742 2.379 1.881
C -3.493 2.892 0.813
C -3.128 2.576 -0.471
C -2.020 1.749 -0.672
N -1.302 1.259 0.318
C -1.649 1.565 1.583
C -0.829 1.041 2.635
N 0.189 0.246 2.241
C 0.984 -0.266 3.156
C 0.795 -0.025 4.520
C -0.237 0.773 4.938
C -1.094 1.349 3.977
H -3.875 3.294 3.503
H -4.344 3.534 1.010
H -3.670 2.959 -1.325
H -1.695 1.477 -1.668
H 1.780 -0.902 2.793
H 1.471 -0.477 5.232
H -0.387 0.964 5.987
S 1.231 3.012 0.764
C 2.539 1.969 1.009
N 2.588 0.738 0.517
C 3.818 0.118 0.763
C 4.255 -1.100 0.241
C 5.524 -1.547 0.565
C 6.367 -0.798 1.388
C 5.963 0.431 1.876
C 4.691 0.884 1.546
S 3.954 2.418 1.918
H 3.605 -1.683 -0.394
H 5.869 -2.494 0.169
H 7.354 -1.171 1.628
H 6.626 1.030 2.489
C -3.223 -1.235 -2.795
N -3.248 -1.815 -1.469
C -4.194 -2.910 -1.290
C -2.260 -1.576 -0.560
N -1.017 -1.281 -0.887
C -0.404 -1.962 -1.968
C -0.683 -3.282 -2.302
C 0.080 -3.941 -3.256
C 1.154 -3.297 -3.855
C 1.455 -1.986 -3.508
C 0.668 -1.307 -2.589
N 0.971 0.003 -2.134
C 1.308 0.939 -3.012
N 2.122 1.960 -2.614
C 1.899 3.338 -3.018
C 3.458 1.677 -2.107
N 0.845 0.964 -4.289
C 1.656 1.458 -5.394
C -0.428 0.392 -4.681
N -2.637 -1.632 0.743
C -3.965 -1.241 1.183
C -1.805 -2.256 1.762
H -2.729 -1.879 -3.528
H -2.706 -0.282 -2.753
H -4.250 -1.053 -3.117
H -4.126 -3.581 -2.149
H -5.222 -2.549 -1.212
H -3.948 -3.476 -0.395
H -1.476 -3.812 -1.785
H -0.143 -4.971 -3.505
H 1.774 -3.822 -4.570
H 2.313 -1.489 -3.946
H 2.609 3.676 -3.778
H 2.008 3.970 -2.135
H 0.887 3.458 -3.401
H 3.545 0.627 -1.851
H 4.195 1.918 -2.882
H 3.677 2.280 -1.226
H 2.690 1.569 -5.083
H 1.291 2.412 -5.778
H 1.620 0.725 -6.202
H -1.045 0.252 -3.802
H -0.304 -0.577 -5.170
H -0.928 1.078 -5.367
H -4.462 -0.660 0.409
H -3.870 -0.622 2.080
H -4.591 -2.101 1.438
H -2.288 -3.174 2.109
H -1.689 -1.598 2.623
H -0.825 -2.490 1.357
C 1.312 -1.897 0.517
C 1.677 -3.023 0.799
C 2.151 -4.331 1.147
C 1.514 -5.474 0.655
C 1.980 -6.734 0.995
C 3.085 -6.870 1.825
C 3.726 -5.739 2.314
C 3.265 -4.476 1.978
H 0.659 -5.359 0.001
H 1.482 -7.615 0.609
H 3.447 -7.856 2.089
H 4.590 -5.843 2.959
H 3.766 -3.590 2.350
```

=====

# 3
Formula: C43H44N2O5S2
Source: the Open Molecules 2025 dataset
Level of theory: wB97M-V/def2-TZVPD

Energy relative to the best compared isomer or geometry (same formula, charge and spin), kJ/mol: 0.0
Multiplicity: 1

Structure (XYZ):
```
96
C43H44N2O5S2 wB97M-V/def2-TZVPD
C -2.802 -2.772 -5.974
O -1.707 -2.150 -6.687
C -0.792 -1.443 -5.975
C 0.292 -0.887 -6.698
C 1.289 -0.218 -6.029
C 1.285 -0.117 -4.620
C 2.389 0.528 -3.944
C 3.074 0.046 -2.877
S 4.381 1.035 -2.172
O 4.791 0.394 -0.941
O 5.340 1.363 -3.198
C 3.564 2.530 -1.641
C 3.542 3.676 -2.440
C 2.838 4.800 -2.001
C 2.190 4.787 -0.759
C 2.231 3.635 0.038
C 2.911 2.501 -0.409
S 2.671 -1.564 -2.170
O 1.786 -1.309 -1.048
O 2.301 -2.467 -3.235
C 4.195 -2.226 -1.496
C 4.244 -2.582 -0.150
C 5.441 -3.066 0.377
C 6.561 -3.223 -0.445
C 6.478 -2.909 -1.807
C 5.280 -2.436 -2.345
C 0.168 -0.608 -3.917
C -0.860 -1.260 -4.572
H -3.387 -3.248 -6.762
H -2.432 -3.526 -5.263
H -3.410 -2.022 -5.446
H 0.311 -1.015 -7.776
H 2.132 0.206 -6.574
H 2.804 1.419 -4.419
H 4.069 3.676 -3.392
H 2.796 5.688 -2.634
H 1.652 5.673 -0.408
H 1.740 3.612 1.013
H 2.935 1.593 0.192
H 3.359 -2.449 0.469
H 5.487 -3.308 1.440
H 7.501 -3.588 -0.026
H 7.343 -3.028 -2.462
H 5.183 -2.214 -3.408
H 0.095 -0.449 -2.841
H -1.701 -1.647 -3.996
C -3.022 -0.383 1.280
C -3.101 -0.028 2.602
N -3.234 1.267 3.068
C -2.966 2.414 2.270
C -3.888 3.475 2.285
C -5.156 3.446 3.079
C -3.622 4.601 1.505
C -2.460 4.701 0.735
C -2.211 5.913 -0.112
C -1.533 3.658 0.782
C -1.740 2.529 1.584
C -0.630 1.529 1.721
C -3.222 1.244 4.458
C -2.972 -0.021 4.852
N -2.886 -0.821 3.722
C -2.150 -2.037 3.630
C -0.799 -2.056 4.033
C -0.130 -0.934 4.765
C -0.037 -3.183 3.716
C -0.589 -4.278 3.052
C 0.280 -5.456 2.737
C -1.945 -4.253 2.715
C -2.744 -3.144 3.006
C -4.210 -3.175 2.707
H -2.997 -1.438 1.048
H -3.170 0.420 0.565
H -5.289 2.524 3.647
H -5.176 4.294 3.781
H -6.022 3.573 2.414
H -4.343 5.421 1.498
H -1.257 5.824 -0.643
H -3.009 6.044 -0.855
H -2.182 6.823 0.501
H -0.613 3.726 0.198
H 0.203 1.825 1.068
H -0.233 1.473 2.747
H -0.932 0.522 1.406
H -3.336 2.143 5.043
H -2.837 -0.426 5.841
H 0.948 -1.144 4.788
H -0.250 0.047 4.286
H -0.463 -0.862 5.811
H 1.016 -3.199 4.004
H -0.284 -6.215 2.189
H 1.144 -5.155 2.130
H 0.673 -5.909 3.656
H -2.398 -5.115 2.221
H -4.453 -4.170 2.313
H -4.813 -3.029 3.614
H -4.520 -2.435 1.962
```

=====

# 4
Formula: C43H45AsN3O4RuS
Source: the Open Molecules 2025 dataset
Level of theory: wB97M-V/def2-TZVPD

Calculated total energy, eV: -132222.2367
Multiplicity: 6
Charge: +2
<S²>: 8.7600

Structure (XYZ):
```
98
C43H45AsN3O4RuS wB97M-V/def2-TZVPD
Ru 0.062 0.118 0.834
C -2.154 1.734 -3.553
N -2.953 1.237 -2.445
C -4.382 1.259 -2.673
C -2.359 0.906 -1.297
O -1.136 0.970 -1.154
C -3.255 0.404 -0.156
O -2.436 -0.159 0.848
C -3.090 -1.048 1.732
C -2.019 -1.964 2.341
O -0.825 -1.683 2.221
N -2.421 -3.065 2.972
C -1.422 -3.974 3.505
C -3.804 -3.425 3.199
H -2.285 1.082 -4.418
H -1.105 1.753 -3.265
H -2.470 2.741 -3.828
H -4.562 1.153 -3.740
H -4.821 2.204 -2.350
H -4.886 0.446 -2.158
H -3.937 -0.368 -0.539
H -3.843 1.242 0.247
H -3.832 -1.646 1.185
H -3.598 -0.488 2.531
H -0.453 -3.720 3.079
H -1.687 -4.999 3.247
H -1.361 -3.895 4.591
H -4.401 -2.561 3.484
H -3.847 -4.149 4.011
H -4.240 -3.887 2.310
C 3.694 -0.725 3.349
C 3.556 0.260 4.316
C 2.450 1.094 4.315
C 1.465 0.950 3.339
C 1.630 -0.019 2.336
C 2.732 -0.855 2.355
C 0.251 1.761 3.304
C -0.398 2.206 4.462
C -1.620 2.824 4.359
C -2.137 3.127 3.083
C -3.334 3.841 2.890
C -3.690 4.281 1.640
C -2.847 4.045 0.547
C -1.701 3.299 0.692
C -1.353 2.773 1.948
N -0.246 1.995 2.079
H 4.548 -1.386 3.357
H 4.311 0.373 5.080
H 2.364 1.876 5.052
H 2.837 -1.639 1.611
H 0.054 2.027 5.424
H -2.171 3.131 5.234
H -3.945 4.060 3.753
H -4.600 4.844 1.500
H -3.091 4.474 -0.415
H -1.023 3.128 -0.134
C 5.405 -3.218 -0.582
C 4.114 -3.681 -0.787
C 3.074 -2.775 -0.901
C 3.326 -1.409 -0.827
C 4.619 -0.946 -0.616
C 5.656 -1.858 -0.498
As 1.787 -0.207 -1.018
C 2.529 1.566 -1.105
C 2.820 2.387 -0.030
C 3.362 3.643 -0.261
C 3.599 4.071 -1.561
C 3.267 3.271 -2.643
C 2.710 2.014 -2.429
C 2.287 1.066 -3.457
C 2.349 1.249 -4.836
C 1.908 0.252 -5.690
C 1.454 -0.961 -5.191
C 1.402 -1.169 -3.821
C 1.786 -0.155 -2.963
H 6.217 -3.921 -0.481
H 3.916 -4.741 -0.854
H 2.050 -3.115 -1.026
H 4.816 0.117 -0.547
H 6.662 -1.495 -0.343
H 2.627 2.040 0.982
H 3.600 4.285 0.574
H 4.043 5.040 -1.732
H 3.453 3.621 -3.647
H 2.748 2.163 -5.247
H 1.931 0.413 -6.756
H 1.143 -1.746 -5.862
H 1.077 -2.119 -3.411
C -1.876 -2.300 -2.915
S -1.774 -2.471 -1.090
C -1.563 -4.294 -1.049
O -0.450 -1.893 -0.723
H -1.113 -2.892 -3.405
H -1.727 -1.250 -3.148
H -2.858 -2.621 -3.245
H -2.478 -4.737 -1.428
H -1.403 -4.594 -0.017
H -0.707 -4.589 -1.648
```